{"formula": "C44H29F7IrN7O5S4Sb", "method": "ωB97M-V with the def2-TZVPD basis set", "molar_mass_g_mol": 1310.99, "e_homo_ev": [-8.3, -8.3], "relative_energy_kcal_mol": 0.00, "energy_ev": -138510.784, "gap_ev": [6.5, 6.3], "s_squared": 0.7820, "total_charge": 0, "e_lumo_ev": [-1.8, -1.9], "spin_multiplicity": 2, "elements": ["Ir", "S", "N", "C", "C", "C", "C", "C", "N", "C", "C", "N", "C", "C", "C", "C", "C", "N", "H", "H", "H", "H", "H", "H", "O", "C", "C", "C", "C", "C", "S", "C", "C", "C", "C", "S", "C", "C", "C", "C", "S", "H", "H", "H", "H", "H", "H", "H", "H", "H", "F", "C", "C", "N", "C", "C", "O", "O", "C", "O", "N", "C", "O", "H", "H", "H", "H", "N", "C", "C", "C", "C", "C", "C", "C", "C", "C", "C", "C", "C", "C", "H", "H", "H", "H", "H", "H", "H", "H", "H", "H", "F", "Sb", "F", "F", "F", "F", "F"], "positions_angstrom": [[0.232, 0.281, -0.250], [6.105, 3.580, -3.372], [6.035, 2.214, -2.516], [4.757, 1.988, -2.265], [4.227, 0.867, -1.502], [4.980, -0.174, -0.948], [4.336, -1.162, -0.242], [2.949, -1.108, -0.073], [2.240, -0.125, -0.611], [2.858, 0.840, -1.319], [1.978, 1.851, -1.866], [0.670, 1.702, -1.590], [-0.206, 2.607, -2.016], [0.199, 3.706, -2.767], [1.537, 3.865, -3.070], [2.453, 2.921, -2.609], [3.895, 2.983, -2.807], [4.535, 3.940, -3.456], [6.053, -0.186, -1.091], [4.872, -1.998, 0.180], [2.405, -1.846, 0.494], [-1.237, 2.439, -1.738], [-0.541, 4.418, -3.100], [1.891, 4.706, -3.653], [0.332, -0.772, 1.333], [0.403, -0.908, 2.737], [-1.012, -0.977, 3.316], [-1.417, -1.304, 4.577], [-2.831, -1.292, 4.725], [-3.467, -0.977, 3.564], [-2.362, -0.681, 2.301], [1.228, 0.167, 3.428], [2.417, 0.684, 3.009], [2.975, 1.620, 3.914], [2.196, 1.790, 5.018], [0.787, 0.835, 4.951], [1.081, -2.267, 2.945], [1.085, -3.309, 2.066], [1.783, -4.446, 2.561], [2.288, -4.240, 3.806], [1.942, -2.661, 4.376], [-0.739, -1.565, 5.377], [-3.341, -1.509, 5.651], [-4.528, -0.900, 3.389], [2.887, 0.404, 2.081], [3.905, 2.145, 3.746], [2.379, 2.419, 5.874], [0.622, -3.267, 1.091], [1.903, -5.364, 2.004], [2.856, -4.921, 4.419], [-3.494, 6.146, -0.157], [-3.192, 5.413, 0.920], [-1.974, 4.902, 1.093], [-1.636, 4.153, 2.198], [-0.321, 3.551, 2.268], [-0.145, 2.460, 1.236], [1.036, 2.118, 0.936], [-1.157, 1.914, 0.724], [-2.574, 3.813, 3.158], [-2.336, 3.101, 4.104], [-3.820, 4.385, 2.952], [-4.251, 5.190, 1.901], [-5.373, 5.630, 1.844], [-1.192, 5.060, 0.362], [-0.214, 3.093, 3.253], [0.460, 4.302, 2.146], [-4.510, 4.170, 3.658], [-1.115, -0.281, -1.344], [-1.713, -1.142, -2.087], [-2.532, -2.163, -1.398], [-1.988, -2.820, -0.299], [-2.716, -3.811, 0.339], [-3.995, -4.120, -0.099], [-4.553, -3.443, -1.177], [-3.820, -2.470, -1.835], [-1.646, -1.083, -3.561], [-1.953, -2.205, -4.328], [-1.862, -2.144, -5.710], [-1.470, -0.971, -6.334], [-1.156, 0.151, -5.575], [-1.238, 0.090, -4.197], [-0.990, -2.576, 0.029], [-2.279, -4.341, 1.175], [-4.563, -4.895, 0.401], [-5.556, -3.679, -1.508], [-4.248, -1.938, -2.676], [-2.215, -3.135, -3.844], [-2.087, -3.024, -6.297], [-1.403, -0.929, -7.413], [-0.849, 1.069, -6.061], [-0.997, 0.956, -3.600], [0.849, -2.382, -1.420], [1.585, -3.968, -2.205], [0.956, -4.910, -0.693], [3.204, -3.616, -1.275], [2.328, -5.504, -2.981], [2.178, -2.862, -3.617], [-0.059, -4.270, -3.082]], "mulliken_spin": [0.318, -0.001, 0.000, 0.000, -0.010, 0.004, -0.003, 0.009, -0.006, 0.015, 0.011, 0.015, 0.002, 0.004, 0.004, 0.000, 0.001, 0.000, 0.000, 0.000, 0.004, -0.007, 0.000, 0.000, -0.021, -0.003, -0.001, 0.000, -0.001, 0.000, -0.001, 0.001, -0.001, -0.001, 0.000, 0.000, -0.001, 0.000, 0.000, 0.000, 0.000, 0.000, 0.000, 0.000, 0.001, 0.000, 0.000, 0.004, 0.000, 0.000, 0.000, 0.001, -0.001, 0.001, -0.010, -0.006, 0.024, 0.047, 0.002, 0.000, 0.000, 0.000, 0.000, -0.001, 0.000, 0.000, 0.000, 0.557, -0.025, 0.057, -0.014, 0.003, -0.005, 0.008, -0.005, 0.024, -0.009, 0.005, -0.007, 0.003, 0.017, 0.009, 0.000, 0.000, 0.000, 0.000, 0.000, 0.000, 0.000, 0.000, -0.003, -0.009, -0.001, 0.000, 0.000, 0.000, 0.000, 0.000]}


{"formula": "C44H30Cl7F6N3O5SSbSc", "method": "ωB97M-V with the def2-TZVPD basis set", "molar_mass_g_mol": 1241.68, "e_homo_ev": -8.0, "relative_energy_kcal_mol": 2.13, "energy_ev": -202866.548, "gap_ev": 7.6, "total_charge": 0, "e_lumo_ev": -0.4, "elements": ["Sc", "Cl", "C", "C", "C", "Cl", "C", "C", "C", "C", "N", "C", "C", "O", "H", "H", "H", "H", "Cl", "C", "C", "Cl", "C", "Cl", "C", "O", "C", "Cl", "C", "Cl", "C", "C", "O", "C", "F", "F", "F", "C", "F", "F", "F", "H", "H", "H", "O", "C", "N", "C", "O", "C", "C", "C", "C", "N", "C", "H", "H", "H", "H", "H", "H", "H", "H", "S", "Sb", "C", "C", "C", "C", "C", "C", "C", "C", "C", "C", "C", "C", "C", "C", "C", "C", "C", "C", "H", "H", "H", "H", "H", "H", "H", "H", "H", "H", "H", "H", "H", "H", "H"], "positions_angstrom": [[-1.036, 0.065, 1.734], [0.595, -3.104, 4.913], [-0.776, -3.382, 3.893], [-1.270, -4.690, 3.756], [-2.341, -4.938, 2.951], [-2.939, -6.564, 2.798], [-2.965, -3.888, 2.237], [-4.076, -4.051, 1.381], [-4.594, -2.964, 0.739], [-3.984, -1.708, 0.912], [-2.936, -1.514, 1.675], [-2.453, -2.582, 2.375], [-1.337, -2.308, 3.232], [-0.885, -1.085, 3.319], [-0.792, -5.495, 4.294], [-4.507, -5.034, 1.251], [-5.454, -3.049, 0.092], [-4.393, -0.845, 0.402], [-2.345, 6.203, -1.793], [-1.704, 4.723, -1.192], [-2.524, 3.606, -1.060], [-4.184, 3.680, -1.501], [-1.985, 2.424, -0.591], [-2.950, 1.002, -0.404], [-0.634, 2.274, -0.242], [-0.179, 1.109, 0.134], [0.163, 3.419, -0.372], [1.831, 3.300, 0.047], [-0.360, 4.619, -0.840], [0.671, 5.985, -1.021], [-1.614, 2.415, 4.820], [-2.343, 2.315, 3.484], [-1.587, 1.713, 2.517], [-2.663, 3.746, 2.972], [-1.523, 4.366, 2.641], [-3.272, 4.516, 3.884], [-3.435, 3.739, 1.880], [-3.662, 1.523, 3.692], [-4.534, 2.176, 4.476], [-3.408, 0.345, 4.276], [-4.282, 1.250, 2.537], [-0.677, 2.948, 4.666], [-1.402, 1.410, 5.180], [-2.214, 2.941, 5.561], [4.438, 2.100, -2.218], [5.271, 1.348, -1.357], [4.550, 0.832, -0.223], [4.600, 1.446, 0.990], [5.409, 2.314, 1.258], [3.543, 1.061, 1.979], [3.729, 1.382, 3.317], [2.693, 1.160, 4.206], [1.492, 0.670, 3.718], [1.299, 0.387, 2.428], [2.313, 0.558, 1.590], [4.257, 2.949, -1.795], [6.097, 1.943, -0.970], [5.649, 0.521, -1.953], [3.863, 0.115, -0.398], [4.670, 1.813, 3.628], [2.797, 1.382, 5.258], [0.653, 0.478, 4.372], [2.093, 0.343, 0.551], [-0.059, -2.009, 0.367], [0.358, -1.195, -1.732], [0.110, 0.615, -2.778], [-1.110, 0.904, -3.377], [-1.272, 2.116, -4.034], [-0.219, 3.019, -4.095], [1.003, 2.712, -3.512], [1.173, 1.507, -2.843], [-0.655, -2.536, -3.020], [-0.434, -2.476, -4.394], [-1.052, -3.391, -5.233], [-1.897, -4.357, -4.703], [-2.126, -4.409, -3.336], [-1.503, -3.500, -2.490], [2.407, -1.630, -2.075], [3.028, -1.304, -3.278], [4.339, -1.695, -3.506], [5.034, -2.402, -2.534], [4.421, -2.716, -1.329], [3.106, -2.334, -1.099], [-1.934, 0.202, -3.325], [-2.224, 2.359, -4.487], [-0.353, 3.969, -4.595], [1.823, 3.416, -3.558], [2.123, 1.289, -2.370], [0.208, -1.711, -4.816], [-0.875, -3.348, -6.300], [-2.378, -5.070, -5.359], [-2.788, -5.160, -2.925], [-1.667, -3.545, -1.420], [2.502, -0.737, -4.036], [4.819, -1.440, -4.442], [6.058, -2.703, -2.715], [4.963, -3.263, -0.568], [2.615, -2.591, -0.166]], "lowdin_charge": [0.754, 0.714, -0.575, -0.115, -0.603, 0.690, -0.168, -0.010, -0.029, -0.140, 0.052, -0.199, -0.430, -0.212, 0.108, 0.094, 0.110, 0.066, 0.682, -0.718, -0.715, 0.715, -0.579, 0.836, -0.481, -0.327, -0.581, 0.819, -0.701, 0.696, 0.032, -0.413, -0.182, -0.557, 0.165, 0.158, 0.160, -0.559, 0.165, 0.156, 0.140, 0.102, 0.092, 0.100, -0.050, -0.228, 0.111, -0.461, 0.071, -0.122, 0.018, -0.017, -0.097, 0.041, -0.119, 0.077, 0.128, 0.116, 0.100, 0.126, 0.112, 0.101, 0.078, 0.302, 1.390, -0.343, -0.127, -0.065, -0.060, -0.065, -0.134, -0.345, -0.120, -0.080, -0.080, -0.077, -0.128, -0.343, -0.117, -0.079, -0.081, -0.074, -0.148, 0.102, 0.113, 0.113, 0.114, 0.076, 0.097, 0.105, 0.105, 0.105, 0.060, 0.099, 0.110, 0.108, 0.109, 0.062]}